No. 1
A structure of composition C24H19BCl2F2MnN5O4S at a distorted geometry. Source: the OMol25 dataset; level of theory: ωB97M-V/def2-TZVPD.

Each line ends with the Mulliken charge.
Geometry (Å):
1 Mn -1.445 1.015 0.641  -0.045
2 N 1.532 2.206 -6.500  -0.449
3 C 0.695 2.086 -5.447  1.179
4 C 0.659 0.910 -4.675  -0.866
5 C -0.178 0.807 -3.584  -0.409
6 C -1.000 1.876 -3.265  -0.110
7 C -0.970 3.054 -4.002  -0.741
8 C -0.135 3.162 -5.086  -0.850
9 S -1.989 1.968 -1.814  1.812
10 O -2.376 0.655 -1.262  -0.726
11 O -3.031 2.922 -1.965  -0.596
12 N -0.913 2.396 -0.620  -0.272
13 C -1.245 3.293 0.318  0.901
14 N -1.685 4.522 0.121  -0.516
15 C -1.916 5.249 1.198  -0.249
16 C -1.687 4.785 2.494  -0.647
17 C -1.309 3.462 2.635  -0.037
18 N -1.103 2.713 1.553  -0.090
19 H 2.055 1.420 -6.836  0.205
20 H 1.478 3.025 -7.082  0.202
21 H 1.291 0.085 -4.959  0.326
22 H -0.210 -0.092 -2.990  0.698
23 H -1.618 3.863 -3.700  0.469
24 H -0.115 4.069 -5.672  0.303
25 H -2.293 6.245 1.016  0.463
26 H -1.829 5.409 3.359  0.423
27 H -1.167 2.986 3.599  0.503
28 F -3.950 0.584 2.363  -0.161
29 B -3.260 1.125 1.393  0.600
30 F -3.847 2.175 0.847  -0.167
31 Cl 1.282 -6.135 -0.032  -0.259
32 C 1.571 -4.495 -0.512  0.518
33 C 1.738 -4.205 -1.848  -0.680
34 C 1.981 -2.896 -2.239  -0.562
35 C 2.032 -1.889 -1.289  -0.791
36 C 1.852 -2.172 0.054  0.844
37 Cl 1.964 -0.861 1.180  -0.229
38 C 1.636 -3.497 0.492  -0.173
39 N 1.575 -3.902 1.784  0.031
40 C 1.434 -3.148 2.959  -0.253
41 C 2.490 -3.126 3.866  -0.705
42 C 2.387 -2.396 5.032  -0.543
43 C 1.221 -1.698 5.309  -0.827
44 C 0.154 -1.754 4.431  -0.519
45 C 0.237 -2.492 3.259  0.769
46 C -0.941 -2.582 2.326  -0.836
47 C -0.994 -1.322 1.501  1.071
48 O -0.879 -1.292 0.270  -0.558
49 O -1.161 -0.212 2.135  -0.678
50 H 1.681 -4.996 -2.578  0.445
51 H 2.136 -2.672 -3.282  0.410
52 H 2.228 -0.871 -1.591  0.539
53 H 1.691 -4.903 1.907  0.216
54 H 3.389 -3.674 3.629  0.501
55 H 3.212 -2.376 5.724  0.408
56 H 1.139 -1.121 6.217  0.409
57 H -0.755 -1.217 4.650  0.481
58 H -1.864 -2.627 2.904  0.475
59 H -0.875 -3.444 1.666  0.339

Kohn-Sham gap (spin up / spin down) ... 4.6 / 5.3 eV
Charge ... +1
ΔE to the lowest compared entry with this formula, charge and spin ... 66.3 kcal/mol
<S²> ... 3.951
HOMO level (spin up / spin down) ... -10.0410 / -10.0436 eV
F_max ... 4.071 eV/A
Energy ... -4194.73676 a.u.
Spin multiplicity ... 4

No. 2
A cluster of 2 separate species, C6H12N in total at a distorted geometry. Source: the OMol25 dataset; level of theory: ωB97M-V/def2-TZVPD.

Each line ends with the Mulliken charge.
Geometry (Å):
1 C -2.828 0.507 -0.729  -0.464
2 C -3.305 0.078 0.298  -0.452
3 C 0.593 -0.869 0.543  0.336
4 C 1.326 -2.134 0.133  -1.148
5 C -0.045 1.443 0.807  -0.706
6 C 1.551 0.698 -0.979  -0.820
7 N 0.780 0.360 0.199  0.076
8 H -2.368 0.999 -1.496  0.547
9 H -3.860 -0.419 0.982  0.454
10 H -0.211 -0.964 1.256  0.342
11 H 0.987 -2.906 0.951  0.314
12 H 2.393 -2.026 0.049  0.391
13 H 0.957 -2.368 -0.760  0.383
14 H -0.528 1.075 1.710  0.298
15 H 0.486 2.496 1.026  0.305
16 H -0.886 1.583 0.061  0.199
17 H 0.721 0.481 -1.784  0.351
18 H 1.740 1.821 -1.048  0.292
19 H 2.499 0.146 -1.217  0.303

Kohn-Sham gap ... 9.9 eV
Charge ... +1
ΔE to the lowest compared entry with this formula, charge and spin ... 88.1 kcal/mol
HOMO level ... -14.2397 eV
F_max ... 5.253 eV/A
Energy ... -290.18154 a.u.
Spin multiplicity ... 1

No. 3
A structure of composition C14H33N7O6Rh at a distorted geometry. Source: the OMol25 dataset; level of theory: ωB97M-V/def2-TZVPD.

Each line ends with the Mulliken charge.
Geometry (Å):
1 O -1.045 -0.191 -4.623  -0.234
2 H -0.705 -1.014 -5.004  0.436
3 Rh 0.450 0.295 -0.649  -0.058
4 N 1.517 -1.073 -1.590  1.065
5 N -0.856 -1.378 -0.887  0.921
6 N 0.971 2.215 -0.386  0.709
7 N -1.221 1.190 0.250  0.646
8 O 2.686 -0.738 -1.931  -0.793
9 O 2.108 2.653 -0.750  -0.759
10 O -2.358 0.602 0.660  -0.682
11 O -2.089 -1.538 -0.481  -0.769
12 C -0.278 -2.495 -1.396  0.288
13 C 1.034 -2.321 -1.895  -0.203
14 C 0.020 3.127 0.019  0.305
15 C -1.176 2.516 0.460  0.206
16 C 1.754 -3.360 -2.708  -1.458
17 H 1.573 -3.219 -3.784  0.202
18 H 1.363 -4.351 -2.446  0.429
19 H 2.827 -3.368 -2.538  0.357
20 C -1.084 -3.744 -1.329  -1.330
21 H -2.077 -3.555 -1.750  0.288
22 H -1.229 -4.117 -0.299  0.158
23 H -0.626 -4.561 -1.891  0.486
24 C 0.177 4.616 -0.100  -1.431
25 C -2.321 3.246 1.106  -1.697
26 H 0.908 4.874 -0.893  0.350
27 H 0.523 5.056 0.861  0.283
28 H -0.806 5.059 -0.364  0.366
29 H -3.113 2.531 1.374  0.390
30 H -2.743 3.997 0.413  0.419
31 H -1.994 3.779 2.019  0.323
32 H 1.702 1.091 -2.648  0.409
33 H -2.303 -0.364 0.136  0.469
34 C -2.415 0.162 -4.616  -0.413
35 H -3.067 -0.691 -4.713  0.350
36 H -2.562 0.939 -5.316  0.285
37 H -2.532 0.616 -3.619  0.147
38 O 0.709 1.035 -2.603  -0.820
39 H -0.507 0.283 -3.880  0.383
40 H 0.411 1.953 -2.557  0.328
41 C 2.544 1.434 2.802  -0.952
42 N 1.510 0.444 3.119  0.172
43 C 1.489 -0.052 4.493  -1.079
44 C 1.029 -0.330 2.114  0.187
45 N 1.562 -0.308 0.919  -0.406
46 N -0.045 -1.148 2.298  0.930
47 C -1.169 -0.801 3.131  -1.281
48 C 0.074 -2.563 2.021  -1.132
49 H 2.835 1.978 3.707  0.418
50 H 2.154 2.152 2.059  0.215
51 H 3.448 0.956 2.367  0.351
52 H 0.594 0.285 5.026  0.290
53 H 1.508 -1.152 4.499  0.304
54 H 2.371 0.317 5.029  0.453
55 H 2.545 0.006 0.861  0.186
56 H -2.066 -1.231 2.677  0.352
57 H -1.031 -1.224 4.135  0.380
58 H -1.299 0.284 3.198  0.335
59 H -0.894 -2.971 1.710  0.273
60 H 0.816 -2.749 1.242  0.367
61 H 0.401 -3.086 2.938  0.286

Kohn-Sham gap (spin up / spin down) ... 5.0 / 6.0 eV
Charge ... +1
<S²> ... 6.021
HOMO level (spin up / spin down) ... -8.4440 / -10.0263 eV
F_max ... 5.368 eV/A
Energy ... -1497.86508 a.u.
Spin multiplicity ... 5

No. 4
A structure of composition C4H8O2Rb at a distorted geometry. Source: the OMol25 dataset; level of theory: ωB97M-V/def2-TZVPD.

Each line ends with the Mulliken charge.
Geometry (Å):
1 H 1.733 0.802 0.482  0.261
2 C 0.848 1.471 -1.158  -0.448
3 O 1.526 1.659 0.076  -0.362
4 Rb 2.962 4.224 1.506  -0.089
5 H 0.622 2.470 -1.557  0.200
6 H 1.488 0.943 -1.875  0.249
7 H -0.129 0.933 -1.040  0.189
8 O -3.860 -3.941 -1.444  -0.498
9 C -2.935 -3.014 -1.609  0.297
10 C -1.609 -2.640 -1.034  -0.593
11 C -2.293 -2.117 -2.298  -0.276
12 H -3.491 -4.827 -1.495  0.335
13 H -0.767 -3.337 -1.123  0.216
14 H -1.586 -2.029 -0.120  0.177
15 H -2.106 -1.622 -3.241  0.341

Kohn-Sham gap (spin up / spin down) ... 3.7 / 9.5 eV
ΔE to the lowest compared entry with this formula, charge and spin ... 15.3 kcal/mol
<S²> ... 0.750
HOMO level (spin up / spin down) ... -3.4870 / -9.2367 eV
F_max ... 2.305 eV/A
Energy ... -331.57822 a.u.
Spin multiplicity ... 2

No. 5
A structure of composition C4ClF3O at a distorted geometry. Source: the OMol25 dataset; level of theory: ωB97M-V/def2-TZVPD.

Each line ends with the Mulliken charge.
Geometry (Å):
1 C 0.511 1.006 -0.828  -0.162
2 C 0.212 -0.717 -0.073  0.082
3 C 0.567 1.811 0.170  0.733
4 C -0.965 -1.178 0.285  0.438
5 O 0.320 2.297 1.204  -0.356
6 F 1.048 1.072 -2.043  -0.204
7 F -2.057 -0.378 0.170  -0.192
8 F -1.267 -2.383 0.829  -0.193
9 Cl 1.631 -1.531 0.285  -0.146

Kohn-Sham gap ... 8.9 eV
ΔE to the lowest compared entry with this formula, charge and spin ... 9.3 kcal/mol
HOMO level ... -9.7186 eV
F_max ... 5.130 eV/A
Energy ... -987.29674 a.u.
Spin multiplicity ... 1

No. 6
A cluster of 2 separate species, C4H12O2S in total at a distorted geometry. Source: the OMol25 dataset; level of theory: ωB97M-V/def2-TZVPD.

Each line ends with the Mulliken charge.
Geometry (Å):
1 C -0.017 -0.570 0.986  -0.303
2 O -1.416 -0.608 1.359  -0.495
3 C 0.883 0.664 1.506  -0.872
4 C 0.819 2.119 0.979  -0.361
5 C 0.941 2.017 -0.552  -0.503
6 S 0.179 3.451 -1.438  -0.244
7 H 0.552 -1.461 1.478  0.264
8 H 0.158 -0.645 -0.203  0.264
9 H -1.668 -1.421 0.912  0.325
10 H 1.887 0.174 1.504  0.355
11 H 0.560 0.707 2.532  0.370
12 H 1.546 3.034 1.345  0.264
13 H -0.229 2.497 1.368  0.294
14 H 1.998 1.710 -0.860  0.353
15 H 0.235 1.210 -0.942  0.170
16 H -0.959 3.704 -0.824  0.117
17 H -1.271 -5.170 -2.762  0.296
18 H -2.236 -6.144 -3.033  0.319
19 O -1.962 -5.269 -3.353  -0.615

Kohn-Sham gap ... 9.3 eV
ΔE to the lowest compared entry with this formula, charge and spin ... 50.6 kcal/mol
HOMO level ... -8.8183 eV
F_max ... 3.296 eV/A
Energy ... -708.17820 a.u.
SMILES string ... OCCCCS.O
Spin multiplicity ... 1